# 1
DFT (the ωB97M-V functional and the def2-TZVPD basis) results for one molecule with the formula C5H10F2 at a distorted geometry.

Positions of all 17 atoms, in Å:
C (-1.489, -0.080, -1.028)
C (-1.066, -0.515, 0.358)
C (0.353, -0.102, 0.711)
C (0.662, 1.405, 0.429)
F (0.712, 1.627, -0.931)
C (1.452, -0.952, 0.097)
F (1.409, -0.783, -1.268)
H (-2.455, -0.512, -1.348)
H (-1.577, 0.999, -1.025)
H (-0.670, -0.304, -1.768)
H (-1.777, -0.064, 1.113)
H (-1.176, -1.615, 0.467)
H (0.311, -0.266, 1.771)
H (1.606, 1.726, 0.863)
H (-0.108, 2.093, 0.835)
H (1.388, -2.028, 0.291)
H (2.426, -0.630, 0.433)

Forces on the atoms, in the same order (eV/Å):
0.386 -0.245 -1.107
-1.173 -0.247 0.117
0.026 0.722 0.003
-0.868 -0.389 0.671
0.237 0.404 -0.205
-0.373 -0.101 0.205
0.379 -0.396 -0.728
0.485 0.115 0.151
-0.234 0.255 -0.192
-1.180 0.035 0.628
0.745 -0.438 -0.666
0.204 0.503 0.012
0.895 0.175 0.874
0.261 -0.213 -0.014
0.139 -0.566 -0.090
-0.356 0.137 0.156
0.427 0.248 0.184

Computed properties:
SMILES ... CCC(CF)CF
E_HOMO ... -11.0 eV
Energy above the lowest of the compared OMol25 structures with the same formula, charge and spin ... 1.110 eV



# 2
DFT (the ωB97M-V functional and the def2-TZVPD basis) results for C28H36BrCl36I2NO5 as an isolated structure at a distorted geometry.

Positions of all 109 atoms, in Å:
C (-7.562, 1.591, 1.014)
C (-6.801, 2.887, 0.385)
C (-5.559, 2.441, -0.554)
C (-4.637, 1.414, 0.287)
N (-3.174, 1.624, 0.124)
C (-2.440, 0.447, -0.348)
C (-2.865, 0.095, -1.867)
C (-2.940, 1.369, -2.830)
C (-1.501, 1.959, -3.251)
Br (-1.472, 3.914, -2.773)
O (-1.050, 0.936, -0.340)
C (-0.209, -0.202, -0.570)
O (0.899, -0.254, -1.119)
O (-0.969, -1.289, -0.063)
C (-2.243, -0.847, 0.566)
C (-1.778, -0.732, 2.097)
C (-2.345, 0.501, 2.930)
O (-1.654, 1.773, 2.700)
C (-0.330, 1.740, 3.193)
O (0.588, 2.186, 2.460)
C (-3.164, -2.130, 0.171)
I (-2.476, -3.496, -1.419)
C (-4.386, -2.467, 0.802)
C (-4.989, -1.609, 2.003)
I (-5.510, -4.239, 0.134)
H (-8.682, 1.790, 1.043)
H (-7.334, 0.642, 0.398)
H (-7.194, 1.431, 2.097)
H (-7.556, 3.435, -0.273)
H (-6.423, 3.526, 1.263)
H (-4.942, 3.320, -0.935)
H (-5.993, 1.868, -1.442)
H (-4.866, 1.580, 1.409)
H (-4.913, 0.364, -0.060)
H (-2.932, 2.494, -0.361)
H (-3.925, -0.362, -1.843)
H (-2.183, -0.670, -2.376)
H (-3.433, 1.012, -3.810)
H (-3.588, 2.222, -2.448)
H (-1.353, 1.885, -4.381)
H (-0.620, 1.392, -2.783)
H (-2.158, -1.687, 2.624)
H (-0.638, -0.785, 2.164)
H (-3.462, 0.711, 2.774)
H (-2.235, 0.291, 4.062)
H (-0.025, 1.385, 4.235)
H (-4.254, -1.357, 2.832)
H (-5.795, -2.276, 2.495)
H (-5.579, -0.695, 1.620)
C (1.407, 4.046, 4.430)
Cl (1.796, 2.981, 5.789)
Cl (-0.311, 4.470, 4.445)
Cl (2.409, 5.504, 4.475)
H (1.620, 3.512, 3.505)
C (-1.706, -0.083, -6.869)
Cl (-1.200, -0.997, -5.441)
Cl (-3.436, 0.282, -6.794)
Cl (-0.762, 1.405, -7.025)
H (-1.524, -0.696, -7.750)
C (1.813, -0.348, 8.088)
Cl (2.198, -1.415, 9.445)
Cl (0.096, 0.079, 8.099)
Cl (2.816, 1.109, 8.139)
H (2.028, -0.878, 7.163)
C (3.237, -1.019, -3.977)
Cl (4.365, 0.338, -4.105)
Cl (2.424, -1.296, -5.525)
Cl (4.082, -2.484, -3.445)
H (2.483, -0.769, -3.231)
C (0.690, -5.395, -3.743)
Cl (1.203, -6.308, -2.318)
Cl (-1.040, -5.027, -3.657)
Cl (1.629, -3.904, -3.898)
H (0.868, -6.008, -4.624)
C (7.161, 2.534, -5.319)
Cl (6.428, 3.344, -3.927)
Cl (6.397, 3.068, -6.823)
Cl (8.904, 2.833, -5.366)
H (7.000, 1.462, -5.215)
C (3.701, -9.659, -2.836)
Cl (5.101, -10.548, -3.455)
Cl (4.071, -7.935, -2.697)
Cl (2.295, -9.911, -3.879)
H (3.465, -10.040, -1.844)
C (6.549, 5.327, 3.608)
Cl (7.463, 5.352, 2.094)
Cl (5.765, 3.755, 3.817)
Cl (7.601, 5.690, 4.984)
H (5.778, 6.093, 3.555)
C (-3.677, -1.251, 9.583)
Cl (-5.195, -1.710, 10.366)
Cl (-2.446, -2.496, 9.833)
Cl (-3.930, -0.965, 7.855)
H (-3.324, -0.326, 10.035)
C (7.926, 7.937, -0.511)
Cl (9.530, 7.382, -1.014)
Cl (8.035, 9.513, 0.286)
Cl (6.822, 8.007, -1.889)
H (7.520, 7.215, 0.194)
C (1.612, 6.118, -1.181)
Cl (0.933, 6.911, 0.248)
Cl (0.859, 6.739, -2.656)
Cl (3.367, 6.332, -1.231)
H (1.398, 5.053, -1.116)
C (4.908, -14.305, -3.705)
Cl (3.463, -14.739, -2.779)
Cl (6.204, -15.476, -3.420)
Cl (4.532, -14.202, -5.432)
H (5.249, -13.327, -3.369)

Forces on the atoms, in the same order (eV/Å):
0.613 0.389 0.076
0.141 -0.765 -0.330
-0.490 -0.660 0.908
-0.331 0.819 -0.035
-0.703 -1.512 0.335
0.263 1.537 -0.941
-0.538 0.044 -0.341
0.316 -0.243 -0.761
-0.227 -0.972 -0.430
0.330 -1.163 -0.207
1.536 -2.044 -1.232
-0.545 0.096 -0.121
-4.156 0.247 2.179
1.844 1.467 -0.974
1.227 -1.537 -1.175
-1.297 -0.071 0.806
-0.454 0.013 1.286
2.025 -1.567 1.167
2.005 1.695 -3.188
-3.248 -1.748 2.413
-2.760 -0.565 1.447
-0.023 1.490 1.369
2.564 1.517 -0.518
-1.571 -1.271 -0.139
0.430 1.478 0.879
1.469 -0.433 -0.027
-0.534 1.472 0.953
-0.654 0.075 -1.728
1.116 -0.404 1.075
-0.643 -0.703 -1.528
-0.887 -1.021 0.581
0.640 0.916 0.985
0.065 -0.540 -1.699
0.360 1.271 0.805
0.098 -0.754 0.106
1.668 0.561 0.035
-0.883 0.956 0.935
0.669 0.451 1.545
0.841 -1.333 -0.327
-0.304 0.428 1.662
-1.373 1.249 -0.397
0.634 1.475 -0.821
-1.631 0.289 -0.301
1.835 -0.334 -0.083
-0.124 -0.038 -1.654
-1.258 0.042 -1.072
-0.815 -0.220 -1.400
1.311 1.076 -0.679
1.235 -1.348 0.634
0.242 0.298 -0.055
-0.058 0.094 -0.193
0.112 0.110 0.100
-0.082 -0.025 0.042
-0.089 0.161 0.278
0.020 0.032 0.029
-0.066 -0.012 -0.096
0.114 -0.042 -0.030
-0.046 -0.153 -0.053
-0.044 0.119 0.181
0.058 0.007 0.079
-0.039 0.064 -0.158
0.070 -0.037 -0.091
-0.018 -0.240 0.090
-0.046 0.108 0.183
0.085 0.046 0.030
-0.142 -0.031 0.076
0.149 0.224 0.023
0.548 0.633 0.049
0.133 -0.048 -0.093
0.128 0.165 0.134
-0.242 0.161 -0.129
0.092 -0.423 -0.603
-0.746 -0.967 -0.008
-0.084 0.109 0.168
0.013 0.050 -0.006
0.033 -0.110 -0.095
0.040 -0.094 0.122
-0.133 -0.070 0.011
0.033 0.205 -0.026
-0.070 0.101 -0.008
-0.041 0.040 0.047
0.154 -0.301 0.012
0.104 -0.012 0.120
0.053 0.062 -0.204
-0.095 -0.081 0.099
0.008 0.005 0.058
0.043 0.169 -0.001
-0.116 0.001 -0.154
0.137 -0.161 0.005
0.012 -0.090 0.078
0.139 0.087 -0.061
-0.083 0.149 -0.015
0.042 0.043 0.087
-0.069 -0.179 -0.102
-0.032 -0.015 -0.035
-0.148 0.003 0.066
-0.034 -0.174 -0.017
0.050 -0.015 0.054
0.123 0.212 -0.082
-0.047 -0.057 0.011
0.029 -0.106 -0.080
0.103 -0.001 0.111
-0.081 -0.031 -0.022
0.012 0.194 -0.007
0.022 -0.017 -0.036
0.111 0.099 -0.044
-0.079 0.123 -0.003
0.045 0.056 0.177
-0.112 -0.247 -0.087

Computed properties:
E_HOMO ... -9.0 eV
Energy above the lowest of the compared OMol25 structures with the same formula, charge and spin ... 1.861 eV



# 3
DFT (the ωB97M-V functional and the def2-TZVPD basis) results for one molecule with the formula C7H8N4 at a distorted geometry.

Positions of all 19 atoms, in Å:
C (-0.774, 1.525, -2.504)
C (-0.921, 0.591, -1.547)
C (0.835, 1.798, -1.116)
C (-1.038, -2.208, 1.111)
C (-1.168, -0.951, 1.930)
C (0.368, -0.032, 0.480)
C (1.827, -0.353, 0.912)
N (0.283, 2.326, -2.152)
N (-0.407, -2.092, 0.064)
N (-0.525, 0.032, 1.481)
N (0.157, 0.658, -0.714)
H (-1.600, 1.830, -3.074)
H (-1.790, 0.060, -1.310)
H (1.787, 2.020, -0.654)
H (-1.601, -3.086, 1.436)
H (-1.812, -0.779, 2.909)
H (2.169, 0.538, 1.444)
H (2.393, -0.468, 0.004)
H (1.817, -1.410, 1.299)

Forces on the atoms, in the same order (eV/Å):
-0.159 0.470 2.158
-0.128 -0.419 -0.052
0.652 -0.978 -0.033
-0.825 0.012 0.469
-1.163 1.285 2.183
0.034 -3.547 -0.267
-1.741 -0.411 -1.231
1.005 0.857 -1.000
1.742 0.741 -1.122
-0.319 1.295 1.057
-0.128 0.779 0.451
-0.396 0.424 -1.368
-0.707 -1.261 0.163
-0.139 0.429 -0.090
0.099 -0.059 0.007
1.347 -0.662 -2.136
0.357 -0.756 0.637
0.340 0.261 -0.460
0.127 1.540 0.634

Computed properties:
E_HOMO (spin up / spin down) ... -8.5 / -8.5 eV
Energy above the lowest of the compared OMol25 structures with the same formula, charge and spin ... 3.909 eV



# 4
DFT (the ωB97M-V functional and the def2-TZVPD basis) results for a 9-piece molecular cluster, C6H29ClNO9 overall at a distorted geometry.

Positions of all 46 atoms, in Å:
Cl (14.140, -5.900, -19.347)
C (12.099, -13.200, -23.572)
O (12.692, -11.938, -23.842)
C (13.020, -11.187, -22.692)
C (14.402, -11.529, -21.993)
N (15.421, -11.747, -23.021)
C (16.725, -12.052, -22.429)
C (17.770, -12.528, -23.506)
O (17.270, -13.716, -24.069)
C (18.278, -14.447, -24.774)
H (12.852, -13.805, -23.068)
H (11.854, -13.750, -24.482)
H (11.194, -13.049, -22.985)
H (12.145, -11.222, -22.043)
H (13.182, -10.152, -22.993)
H (14.130, -12.347, -21.325)
H (14.565, -10.764, -21.234)
H (15.110, -12.629, -23.402)
H (16.651, -12.871, -21.713)
H (17.160, -11.200, -21.908)
H (18.732, -12.640, -23.006)
H (17.922, -11.795, -24.298)
H (17.889, -15.375, -25.194)
H (19.125, -14.716, -24.143)
H (18.648, -13.855, -25.612)
O (17.370, -2.643, -17.302)
H (17.087, -3.243, -17.992)
H (18.319, -2.581, -17.411)
O (13.386, -3.584, -15.435)
H (12.773, -4.130, -14.943)
H (13.431, -3.994, -16.299)
O (18.676, -6.224, -19.004)
H (17.763, -6.510, -18.988)
H (19.045, -6.550, -18.184)
O (9.576, -6.664, -19.872)
H (10.514, -6.470, -19.871)
H (9.159, -5.832, -19.648)
O (15.996, -8.909, -16.474)
H (15.766, -8.203, -17.078)
H (16.377, -8.462, -15.718)
O (13.590, -1.425, -20.740)
H (13.645, -2.350, -20.500)
H (12.997, -1.408, -21.492)
O (15.435, -7.192, -23.395)
H (15.157, -6.669, -22.643)
H (15.320, -8.099, -23.112)

Forces on the atoms, in the same order (eV/Å):
0.086 0.005 0.031
0.779 0.467 0.252
0.132 -0.230 -0.782
1.092 0.682 0.014
-2.536 -0.122 0.022
0.001 -0.171 1.250
1.052 -0.331 -1.099
-1.276 0.814 0.821
0.686 -1.198 -0.219
-0.338 0.404 -0.083
-0.281 -0.360 0.501
0.000 0.518 -0.252
-0.059 -0.292 0.252
0.257 0.052 0.636
-0.506 -0.014 -0.496
0.762 -1.081 -0.081
0.562 0.606 -0.574
0.095 -0.034 -0.844
0.028 -0.186 0.292
-0.238 0.211 -0.051
0.164 -0.424 0.139
-0.165 0.326 -0.063
-0.430 0.140 0.218
0.059 0.129 0.283
0.145 0.156 -0.113
0.007 0.223 0.265
-0.222 -0.269 -0.228
0.196 -0.016 -0.057
0.010 0.263 0.299
-0.119 -0.141 0.068
0.141 -0.188 -0.459
0.326 0.133 -0.095
-0.507 0.012 -0.118
0.068 -0.071 0.185
-0.340 -0.200 -0.070
0.519 0.019 0.036
-0.051 0.176 0.056
0.166 -0.352 0.095
-0.304 0.316 -0.350
0.038 0.118 0.169
0.032 0.373 0.003
0.107 -0.448 0.193
-0.111 -0.025 -0.157
0.129 0.009 -0.401
-0.129 0.221 0.436
-0.029 -0.219 0.078

Computed properties:
Charge ... -1
E_HOMO ... -5.0 eV
Energy above the lowest of the compared OMol25 structures with the same formula, charge and spin ... 1.163 eV